No. 1
The following is a DFT calculation (ωB97M-V/def2-TZVPD) of a gas-phase ion, C8H10N5 (charge +1) in a non-equilibrium geometry.

```
23
Properties=species:S:1:pos:R:3
N -1.40046 0.94808 -0.16413
N -2.54377 -1.02950 -0.13228
N 3.73666 -0.31063 0.07347
N 0.87641 -2.43525 -0.02274
N 4.77045 -0.59148 -0.33415
C 1.76831 1.07067 -0.43024
C -0.47081 -2.47760 0.00008
C 1.56319 -1.30878 -0.04440
C 3.02623 0.83169 0.50172
C 0.90446 -0.11954 -0.15016
C -0.46842 -0.08358 -0.12920
C -2.73111 0.39704 -0.06426
C -1.22287 -1.32416 -0.01632
H -3.37802 0.68839 0.81999
H 1.35576 2.01929 -0.04114
H -3.40387 -1.64424 -0.23065
H -1.30942 1.96491 0.13342
H -1.08059 -3.48018 -0.03142
H 3.62798 1.79868 0.72447
H 2.04395 0.98480 -1.56137
H 1.28496 -3.29063 -0.10810
H -3.29456 0.61719 -0.91604
H 2.62331 0.59514 1.48349
```

Output
Highest occupied orbital energy (alpha / beta) in eV: -11.240 / -11.240
Charge: +1
LUMO (alpha / beta) in eV: -4.4 / -4.4

=====

No. 2
The following is a DFT calculation (ωB97M-V/def2-TZVPD) of a gas-phase ion, C8H10N5 (charge +1) in a non-equilibrium geometry.

```
23
Properties=species:S:1:pos:R:3
N 1.65899 -0.15723 3.24218
N -1.83602 0.75208 -1.49685
N -0.10965 -0.81653 -1.64717
N 0.16492 0.35026 -2.48312
N -1.19506 -0.24887 0.51096
C 1.54015 -0.69891 -0.20201
C -1.30531 -0.49503 -0.85937
C 1.16178 -0.62981 0.99639
C -0.57289 0.29709 2.59772
C -1.14075 1.00143 -2.73724
C 2.06744 -0.72389 2.24624
C -0.24179 -0.28154 1.34342
C 0.47440 0.42163 3.49208
H -1.56174 1.48113 -0.79087
H -1.45976 0.80273 2.70544
H -2.11859 -1.25578 -0.91215
H 0.84211 0.04206 -3.21215
H -0.01942 -1.73845 -2.21918
H 3.13508 -1.02067 2.25898
H 2.43574 -0.69800 -0.79833
H 0.54532 0.98600 4.38961
H -0.96494 2.06883 -2.80880
H -1.50001 0.56147 -3.61578
```

Output
Highest occupied orbital energy (alpha / beta) in eV: -12.795 / -12.795
Charge: +1
LUMO (alpha / beta) in eV: -5.4 / -5.4

=====

No. 3
The following is a DFT calculation (ωB97M-V/def2-TZVPD) of 2 unconnected molecules or ions with the total composition C8H10NO2 in a non-equilibrium geometry.

```
21
Properties=species:S:1:pos:R:3
O -1.36391 1.98328 -0.60197
O -2.73612 0.81697 1.32808
N -0.79391 0.73307 -0.48929
C 3.36783 0.35997 0.22681
C -2.25885 -0.09061 0.65167
C 0.54899 0.57618 -0.20489
C 1.15881 -0.63681 -0.08645
C 1.40214 1.69979 0.02754
C 2.70179 1.53318 0.24230
C 2.55273 -0.75323 0.07573
C -2.96767 -0.54323 -0.59159
H -2.74909 -1.63158 -0.83905
H 4.38793 0.11331 0.40913
H 3.32384 2.36681 0.51606
H 0.93855 2.64557 0.35541
H -1.64613 -0.74086 1.21259
H -2.15098 1.96905 -0.01819
H 2.92824 -1.74161 0.10703
H 0.69699 -1.63469 -0.22026
H -4.10322 -0.44764 -0.45330
H -2.52643 0.08636 -1.37694
```

Output
Highest occupied orbital energy in eV: -2.728
Charge: -1
LUMO in eV: 3.9

=====

No. 4
The following is a DFT calculation (ωB97M-V/def2-TZVPD) of 2 unconnected molecules or ions with the total composition C8H10NP in a non-equilibrium geometry.

```
20
Properties=species:S:1:pos:R:3
P 2.27196 0.68996 0.59774
N 2.38156 -2.07731 -0.05056
C 1.88055 -0.99680 -0.06354
C -2.29622 1.18925 0.22920
C -1.56455 -0.59525 -1.19621
C 3.38300 1.44433 -0.42178
C -1.32334 -1.38080 -0.08229
C -1.55896 -0.88204 1.18708
C -2.05458 0.69030 -1.03993
C -2.04553 0.40523 1.34244
H -2.68225 2.19203 0.35293
H -1.36733 -0.98440 -2.18397
H 3.09497 2.21397 -1.11222
H -1.36041 -1.49653 2.05115
H -2.22771 0.79713 2.33267
H 4.42554 1.19229 -0.35359
H -0.93456 -2.38209 -0.20232
H 1.07258 1.28025 0.20247
H 3.15343 -2.60554 0.31728
H -2.24815 1.30602 -1.90657
```

Output
Highest occupied orbital energy (alpha / beta) in eV: -7.339 / -7.266
Structure (SMILES): C=[PH]=C=N.c1ccccc1
Charge: 0
LUMO (alpha / beta) in eV: -0.2 / -0.2

=====

No. 5
The following is a DFT calculation (ωB97M-V/def2-TZVPD) of C8H10O in the gas phase in a non-equilibrium geometry.

```
19
Properties=species:S:1:pos:R:3
O -1.45821 -1.28901 -0.24988
C -1.66833 1.02124 -0.34216
C -2.22289 -0.19728 -0.61596
C 1.04113 -1.32858 -0.02863
C 0.97414 1.18275 -0.18426
C -0.36255 0.77384 0.33573
C 1.54384 -0.13170 -0.88955
C -0.29218 -0.78774 0.38422
C -0.39549 -0.00081 1.65067
H 0.93241 -2.24982 -0.54796
H -3.11683 -0.63307 -1.23570
H -1.24502 -0.05423 2.24824
H 2.63941 0.10035 -0.84847
H 0.52196 0.09415 2.23914
H 1.59029 -1.54843 0.85294
H -2.06073 1.99490 -0.65139
H 0.75694 1.96238 -0.86561
H 1.62724 1.47799 0.67957
H 1.19488 -0.38693 -1.93094
```

Output
Highest occupied orbital energy in eV: -8.409
Structure (SMILES): C1=C[C@]23CCC[C@]2(C3)O1
Charge: 0
LUMO in eV: 1.1

=====

No. 6
The following is a DFT calculation (ωB97M-V/def2-TZVPD) of C8H10O in the gas phase in a non-equilibrium geometry.

```
19
Properties=species:S:1:pos:R:3
O -3.18118 0.99983 -0.23460
C -0.22903 -0.10837 -1.28987
C -1.49400 -0.82743 -0.64188
C -1.33991 0.64479 1.16291
C 0.47966 0.27193 -0.00550
C -0.81671 -1.65295 0.51850
C 1.53393 1.31622 -0.04136
C -0.23762 -0.34208 1.13847
C -2.16635 0.42246 0.05765
H -1.29841 1.42445 1.86526
H 0.34907 -0.42751 2.03905
H 1.91736 1.39223 1.02943
H 2.23363 1.00066 -0.69405
H 1.18873 2.19992 -0.50096
H -0.65191 0.72104 -1.71455
H 0.42574 -0.78772 -2.05063
H -0.08286 -2.31090 -0.03013
H -1.49363 -2.22143 1.06868
H -2.17357 -1.23872 -1.28099
```

Output
Highest occupied orbital energy (alpha / beta) in eV: -7.952 / -7.954
Charge: 0
LUMO (alpha / beta) in eV: -0.2 / -0.2

=====

No. 7
The following is a DFT calculation (ωB97M-V/def2-TZVPD) of C8H10O in the gas phase in a non-equilibrium geometry.

```
19
Properties=species:S:1:pos:R:3
O -2.32263 -0.38938 1.54783
C 0.30519 -1.35837 0.58915
C 0.03175 -0.35826 -0.58539
C -0.20747 0.07924 0.85566
C 1.06581 1.06148 1.07478
C -1.10750 -0.59330 -1.50916
C 1.31412 0.41852 -1.15139
C -1.41487 0.44188 1.54970
C 2.08899 1.23836 -0.08760
H 0.84940 1.03617 -1.97591
H 1.37479 1.03436 2.10347
H 1.36065 -1.66677 0.75853
H 0.78396 2.09446 0.77954
H 2.07254 -0.38699 -1.28937
H -1.47194 0.25074 -2.18494
H -0.39351 -2.18284 0.75871
H -0.79339 -1.24660 -2.29455
H -2.14220 -0.90362 -1.03879
H -1.39369 1.43093 2.09971
```

Output
Highest occupied orbital energy in eV: -9.265
Charge: 0
LUMO in eV: 0.1

=====

No. 8
The following is a DFT calculation (ωB97M-V/def2-TZVPD) of 2 unconnected molecules or ions with the total composition C8H10O2PS2 in a non-equilibrium geometry.

```
23
Properties=species:S:1:pos:R:3
S 1.06695 1.51629 1.35434
S 2.87604 0.83335 1.17721
P 3.12101 0.21670 -0.87695
O 2.09191 -0.84297 -1.18906
O 4.52600 0.11272 -1.24550
C -0.53455 -2.16790 1.77578
C -1.76202 2.05585 -0.77630
C -1.23067 -1.45431 -0.34525
C -1.13494 -2.46034 0.60235
C 0.08585 0.02179 1.08446
C -0.72450 0.98810 -1.17326
C 0.13905 -0.94033 2.05814
C -0.61767 -0.16677 -0.08596
H -0.41632 -3.06707 2.38052
H -1.82013 2.25312 0.28303
H -1.62229 -1.66219 -1.37742
H -2.82090 1.78222 -1.00821
H 2.21517 2.25371 -1.46288
H 0.53394 -0.74494 2.96407
H -0.99711 0.61041 -2.18989
H 0.31220 1.26720 -1.17389
H -1.80307 3.08062 -1.12014
H -1.48396 -3.48527 0.34479
```

Output
Highest occupied orbital energy in eV: -4.290
Charge: -1
LUMO in eV: 3.1

=====

No. 9
The following is a DFT calculation (ωB97M-V/def2-TZVPD) of a molecular structure, C8H10O6PSn in a non-equilibrium geometry.

```
26
Properties=species:S:1:pos:R:3
Sn 0.13278 0.05841 -0.83527
P -1.73021 0.38691 2.97611
O -0.97391 3.12072 0.73527
O 1.67500 0.12801 1.89056
O -2.77923 -1.43791 0.21044
O 1.87813 1.39365 -3.51723
O 1.33114 -3.23658 -0.89613
O -1.20165 0.43495 1.54776
C -1.86180 -0.93188 -0.25123
C 1.65919 0.53192 0.74290
C -3.47879 0.05935 3.00117
C -0.66671 2.19724 0.13556
C 1.08086 -2.12973 -1.08616
C 1.13195 0.99000 -2.75066
C -1.47390 1.93163 3.84337
C -0.93330 -0.88542 3.94684
H -2.06752 2.70930 3.36170
H -3.66481 -0.98023 2.71336
H -1.28485 -0.77675 4.97305
H -3.95722 0.73459 2.28582
H -0.41641 2.20193 3.80290
H -3.87364 0.24869 4.00174
H 2.57024 1.10905 0.36105
H 0.14607 -0.78533 3.90591
H -1.21370 -1.87198 3.58825
H -1.77954 1.83700 4.89007
```

Output
Highest occupied orbital energy in eV: -10.306
Charge: +1
LUMO in eV: -4.1

=====

No. 10
The following is a DFT calculation (ωB97M-V/def2-TZVPD) of C8H10OS in the gas phase in a non-equilibrium geometry.

```
20
Properties=species:S:1:pos:R:3
S 1.00847 0.78825 2.19971
O 0.58422 -2.09208 0.94124
C -2.17396 -0.25960 -0.09240
C 1.56647 -1.12187 -0.95880
C 0.34717 1.36738 -0.24245
C 0.18671 0.27129 0.66098
C 1.70850 0.02799 -1.74136
C 1.07869 1.23955 -1.32241
C 0.84249 -1.07757 0.30242
C -1.32499 -0.00625 1.12114
H -2.93926 0.59657 -0.39763
H -1.25365 -1.01352 1.62745
H 2.03726 -1.97647 -1.25146
H 2.29996 0.16454 -2.58850
H 1.17150 2.04404 -1.93447
H -2.87812 -1.14580 0.13286
H -0.01286 2.31560 0.15816
H 1.04201 -0.38578 2.56932
H -1.54388 -0.54293 -0.94620
H -1.74672 0.80665 1.76240
```

Output
Highest occupied orbital energy in eV: -9.079
Structure (SMILES): CC[C@]1(S)C=CC=CC1=O
Charge: 0
LUMO in eV: -0.6

=====

No. 11
The following is a DFT calculation (ωB97M-V/def2-TZVPD) of C8H10S2 in the gas phase in a non-equilibrium geometry.

```
20
Properties=species:S:1:pos:R:3
S -1.42131 1.35365 -1.06105
S -1.94182 -1.63867 -0.31529
C 0.38693 -0.46947 0.05854
C 0.46262 -1.78816 0.47897
C -0.66448 -2.51599 0.34156
C 2.26573 -0.24701 -1.49210
C -1.90029 2.29208 0.41798
C -0.91329 -0.19652 -0.31932
C 1.57938 0.40198 -0.26885
C -2.39980 1.76350 1.51258
H 1.28405 -2.14786 1.11095
H -0.83874 -3.62973 0.39003
H 1.66067 -0.40306 -2.53253
H -2.46370 0.72026 1.80207
H 2.53181 -1.32460 -1.21573
H 3.13904 0.29870 -1.59452
H 2.44834 0.35611 0.50590
H -2.59574 2.36388 2.39525
H -1.83644 3.31206 0.27542
H 1.21702 1.49885 -0.48985
```

Output
Highest occupied orbital energy in eV: -8.549
Structure (SMILES): C=CSc1sccc1CC
Charge: 0
LUMO in eV: 0.7

=====

No. 12
The following is a DFT calculation (ωB97M-V/def2-TZVPD) of a molecular structure, C8H10Si in a non-equilibrium geometry.

```
19
Properties=species:S:1:pos:R:3
Si 0.70585 -1.39255 -1.53877
C 1.50165 -2.05588 0.10197
C -0.20893 -0.00164 0.65325
C -0.68118 1.24028 -1.30746
C -1.02314 2.32114 0.76883
C -0.34867 -0.01158 -0.75238
C -0.55528 1.14049 1.37695
C 0.19142 -1.22810 1.36387
C -1.16650 2.30080 -0.56200
H -1.37076 3.13734 1.35462
H 1.30975 -3.16520 0.44822
H 0.38467 -1.22204 2.47360
H -1.36429 3.05850 -1.28210
H -0.57721 -1.97110 1.14721
H 2.49303 -1.77157 0.48853
H -0.49388 1.47670 -2.43931
H -0.06282 1.26266 2.42803
H 1.47027 -0.86233 -2.66246
H -0.20399 -2.25594 -2.06061
```

Output
Highest occupied orbital energy in eV: -8.674
Charge: 0
LUMO in eV: 0.8